No. 1
The following is a quantum chemistry calculation of C20H18BF2N5Pd as an isolated structure, from the Open Molecules 2025 dataset.

```
47
Properties=species:S:1:pos:R:3:mulliken_charge:R:1
C 1.54 -3.33 2.82 -0.396
H 1.95 -1.57 -2.22 0.454
C 1.31 -3.45 4.20 0.413
C -0.58 -1.98 3.94 -0.060
H 1.75 -4.56 5.98 0.399
H -1.35 -1.37 4.38 0.546
C 2.23 -4.25 5.05 -1.544
C 1.36 -3.86 0.00 -0.140
N 0.99 -2.70 0.59 0.446
H -7.05 -0.84 2.89 0.415
H -6.96 -0.50 1.16 0.353
H 3.10 -3.64 5.32 0.337
C -4.30 0.65 1.59 -0.538
H -2.71 -2.67 2.74 0.601
C 0.22 -2.76 4.74 -1.165
C -6.58 -0.20 2.14 -1.563
Pd 0.05 0.02 -0.14 0.556
H 0.03 -2.82 5.80 0.445
C -2.30 -0.68 1.98 1.068
H -1.79 4.85 0.52 0.454
N -1.11 1.65 0.26 -0.070
C 0.77 -2.55 1.99 -0.421
C -1.77 3.78 0.56 -0.988
C -2.93 0.54 1.49 0.221
H 1.29 -4.80 0.53 0.573
H 2.60 -5.13 4.53 0.400
C -4.50 -1.55 2.60 -1.308
F -0.82 -1.52 -2.40 -0.190
C -0.33 -1.82 2.56 1.015
C 1.71 -2.20 -1.38 -0.167
H -6.87 0.83 2.30 0.415
C -0.84 2.91 -0.03 -0.396
F -2.13 0.28 -1.94 -0.222
C -5.10 -0.36 2.14 0.382
H -3.49 3.20 1.83 0.548
B -1.09 -0.48 -1.64 0.310
N -2.23 1.66 1.03 0.086
C -3.16 -1.71 2.50 -0.053
H -4.79 1.53 1.20 0.723
H 2.18 -4.28 -1.99 0.456
C 1.82 -3.58 -1.26 -0.998
H -5.13 -2.36 2.96 0.462
N 1.21 -1.66 -0.27 -0.536
N -1.00 -0.86 1.87 -0.327
C -2.64 2.96 1.22 -0.156
H 0.01 3.14 -0.65 0.491
H 2.37 -3.89 2.39 0.671
```

Summary:
Energy above the lowest of the compared OMol25 structures with the same formula, charge and spin (kJ/mol): 0.0
E_HOMO (alpha / beta) (Eh): -0.535 / -0.535
Energy (eV): -38060.024
Strongest force on any atom (Eh/bohr): 0.0155
LUMO (alpha / beta) (eV): -9.3 / -9.3
Total charge: +2

=====

No. 2
The following is a quantum chemistry calculation of C20H18Br2IrN5O3S as an isolated structure, from the Open Molecules 2025 dataset.

```
50
Properties=species:S:1:pos:R:3:mulliken_charge:R:1
H -1.86 0.69 6.20 0.424
N -2.58 -1.32 -0.18 -1.314
O 2.64 0.04 0.27 -0.879
C 0.78 2.70 -3.42 -1.010
H -2.97 -0.40 4.30 0.369
H 0.01 -2.36 4.52 0.217
C 2.90 2.58 -2.31 0.902
C 3.11 0.98 -0.41 0.780
C -0.25 1.51 5.00 -0.488
H -1.36 0.55 -3.16 0.258
C -1.44 0.77 5.20 -0.589
H 2.50 3.83 -4.02 0.389
C -1.19 1.43 -2.54 -1.389
N 1.04 1.22 -1.59 -0.096
C 0.65 -2.99 3.89 -1.183
N 2.21 -1.49 2.82 -0.159
Ir 0.40 -0.43 0.00 2.162
H 5.98 2.83 -0.82 0.467
C 1.07 -2.18 2.70 0.798
Br 5.06 4.27 -3.16 -0.124
C 0.28 1.65 3.75 -0.416
H 2.56 -0.95 2.05 0.201
C -2.11 -1.86 -1.28 0.617
C 4.42 1.50 -0.19 -0.257
H 0.06 -3.84 3.56 0.323
C -1.54 0.25 2.83 0.989
C 4.98 2.47 -1.00 -0.433
H -3.11 -0.97 2.09 0.353
C 2.09 3.10 -3.33 -0.761
H 0.23 1.98 5.84 0.422
H -1.56 1.21 -1.54 0.139
C -2.19 -0.46 1.82 -0.675
C 2.32 1.60 -1.48 -0.112
N -1.77 -0.61 0.58 0.762
O 0.36 -2.14 1.68 -0.656
C 4.24 2.98 -2.06 0.102
H 0.14 3.11 -4.19 0.472
O 0.17 1.23 1.46 -0.992
H -2.66 -2.96 -2.89 0.219
Br 5.40 0.79 1.24 -0.095
N -3.00 -2.41 -2.12 -0.394
C 0.26 1.78 -2.50 0.802
H -1.77 2.26 -2.96 0.493
H 1.18 2.23 3.58 0.475
S -0.43 -1.92 -1.76 -0.478
C -2.06 0.17 4.15 -0.917
H -3.96 -2.52 -1.82 0.257
H 1.50 -3.33 4.48 0.415
H 2.78 -1.56 3.65 0.168
C -0.33 1.04 2.61 0.441
```

Summary:
Energy above the lowest of the compared OMol25 structures with the same formula, charge and spin (kJ/mol): 14.0
Multiplicity: 6
E_HOMO (alpha / beta) (Eh): -0.356 / -0.393
Energy (eV): -188376.936
⟨S²⟩: 8.828
Strongest force on any atom (Eh/bohr): 0.0307
LUMO (alpha / beta) (eV): -3.3 / -5.6
Total charge: +1

=====

No. 3
The following is a quantum chemistry calculation of C20H18Br4F6N3O5SbSe2Te2Ti as an isolated structure, from the Open Molecules 2025 dataset.

```
62
Properties=species:S:1:pos:R:3:mulliken_charge:R:1
Te -3.01 -3.09 -1.56 -0.235
H 0.36 1.70 3.76 -0.089
O -0.60 -0.53 2.77 1.139
C 1.91 1.24 -3.22 -0.421
H 1.10 3.47 1.38 0.348
F 4.49 -1.02 4.35 -0.560
N -1.64 3.34 2.69 0.319
F 2.99 -2.50 2.71 -0.556
C -4.08 -1.23 3.56 -0.910
H -0.84 3.67 4.57 0.449
Br 0.07 4.14 -5.59 -0.228
H -2.92 4.22 4.04 0.407
O -2.10 -0.51 0.63 0.898
H -2.82 5.08 2.50 0.265
H 0.21 -0.71 3.27 -0.156
H -3.88 4.00 0.41 0.385
H -0.14 4.68 3.29 0.276
N -0.39 2.00 1.18 0.536
C -0.29 1.65 -2.28 0.275
H -4.66 2.41 0.58 0.441
C -2.86 4.08 2.95 -0.780
C -1.70 -0.90 3.45 0.548
C 0.97 1.00 -2.24 0.650
C 0.82 2.50 1.82 -1.253
H -2.64 -1.99 6.52 0.419
C -4.07 3.33 2.44 -0.560
Br 2.95 2.51 -5.56 -0.211
H -4.97 3.93 2.60 0.376
C 1.64 2.18 -4.23 0.246
C -1.49 2.56 1.55 -0.322
H 1.53 3.02 3.81 0.453
C 0.62 2.67 3.32 0.007
Ti -0.48 -0.27 -0.23 -0.099
O 1.10 0.15 -1.23 -0.229
C 0.43 2.86 -4.25 0.260
F 4.57 -0.59 1.66 -0.590
Br -2.22 3.45 -3.22 -0.165
C -3.87 3.05 0.97 -0.829
C -0.53 2.59 -3.27 -0.348
F 1.87 -0.21 1.73 -0.711
N -2.61 2.35 0.80 0.560
C -3.99 -1.63 4.88 -0.761
Br 3.53 0.28 -3.11 -0.139
Te -1.56 -3.99 0.66 -0.273
O -4.29 -0.26 0.96 -0.735
H -5.03 -1.20 3.05 0.432
H -4.18 2.39 2.98 0.202
C -2.95 -0.87 2.82 0.892
H -0.63 -1.34 5.24 0.478
Se 0.45 -2.60 0.28 -0.226
C -3.18 -0.52 1.37 -0.459
F 3.47 1.20 3.32 -0.576
Sb 3.24 -0.65 2.98 2.346
Se -1.27 -1.55 -2.38 -0.158
C -0.50 3.66 3.52 -0.977
H 1.64 1.82 1.62 0.362
H -4.88 -1.91 5.43 0.371
C -2.74 -1.67 5.49 -0.450
F 1.82 -0.68 4.29 -0.693
O -1.12 1.29 -1.35 -0.711
C -1.61 -1.31 4.78 -1.041
H -2.40 1.98 -0.12 0.113
```

Summary:
Energy above the lowest of the compared OMol25 structures with the same formula, charge and spin (kJ/mol): 2.5
E_HOMO (Eh): -0.063
Energy (eV): -507160.275
Strongest force on any atom (Eh/bohr): 0.0128
LUMO (eV): 3.7
Total charge: -2

=====

No. 4
The following is a quantum chemistry calculation of C20H18ClINO11SSc as an isolated structure, from the Open Molecules 2025 dataset.

```
54
Properties=species:S:1:pos:R:3:mulliken_charge:R:1
O 3.78 -0.27 -3.07 -0.569
C -2.54 -1.04 -1.33 0.296
C 0.65 -1.67 -2.28 0.848
H -5.93 -2.96 -2.27 0.344
Cl -2.28 2.04 6.53 -0.298
C -3.74 1.01 -1.66 -0.954
C 4.46 0.51 -2.45 0.613
H 4.96 -1.44 1.06 0.168
H -1.62 -1.56 -1.08 0.454
O 4.23 1.83 -2.42 -0.514
H 6.47 -0.17 -2.44 0.347
H -3.65 -2.84 -1.66 0.308
C -1.23 1.54 5.20 0.140
O 5.50 -0.94 -0.82 -0.419
N 0.10 0.35 -1.01 0.372
O 1.28 0.46 2.16 -0.175
H -6.93 -1.66 -1.62 0.327
C -3.69 -1.75 -1.65 -1.147
C -4.88 0.29 -1.97 -0.711
H -0.47 0.00 -3.04 0.398
C 0.88 1.73 4.08 -0.897
C 5.25 -0.54 0.53 -0.564
C -1.34 -0.72 2.29 -0.299
C 0.05 2.10 5.10 -0.438
C 0.48 0.78 3.09 0.339
C 4.10 0.48 0.62 0.664
C -0.83 0.23 3.24 1.058
C -2.57 0.35 -1.32 0.024
H 6.10 1.02 -1.17 0.350
C 5.73 0.14 -1.69 -0.542
O 3.03 0.08 0.01 -0.466
O 0.61 -2.34 -3.30 -0.805
C -1.67 0.63 4.29 -0.832
O -1.13 2.40 -1.83 -0.830
H 3.35 1.97 -2.82 0.382
O 4.27 1.56 1.15 -0.667
Sc 1.27 -0.81 0.49 0.810
C -4.87 -1.11 -1.97 1.120
H -3.74 2.09 -1.69 0.425
H 0.37 2.83 5.83 0.382
O -1.31 1.67 0.52 -0.622
C -6.11 -1.88 -2.31 -1.492
O 0.93 -2.09 -1.09 -0.576
H 6.14 -0.10 0.97 0.340
H -6.46 -1.64 -3.32 0.319
S -1.12 1.31 -0.87 1.201
H -5.80 0.81 -2.23 0.337
H -2.39 -1.03 2.46 0.128
H 1.87 2.16 3.97 0.449
H -2.66 0.21 4.36 0.348
C 0.35 -0.16 -2.35 -0.558
I 2.23 -2.98 2.23 -0.618
H 1.24 0.31 -2.79 0.039
O -0.74 -1.21 1.34 -0.335
```

Summary:
Energy above the lowest of the compared OMol25 structures with the same formula, charge and spin (kJ/mol): 60.3
E_HOMO (Eh): -0.103
Energy (eV): -97213.287
Strongest force on any atom (Eh/bohr): 0.0077
LUMO (eV): 4.1
Total charge: -2

=====

No. 5
The following is a quantum chemistry calculation of C20H18CsF6N5O4S2Se4 as an isolated structure, from the Open Molecules 2025 dataset.

```
60
Properties=species:S:1:pos:R:3:mulliken_charge:R:1
H 0.59 -0.27 -1.62 0.364
S -3.15 -1.81 -0.89 1.025
C 4.02 -1.91 -1.30 -0.987
N -1.16 1.16 -0.34 0.489
H 4.81 -1.48 -1.90 0.386
H 3.56 0.62 -1.98 0.311
Se 0.95 -2.41 4.63 -0.675
C -0.46 1.56 -1.40 0.296
N 2.00 -1.55 -0.07 -0.019
Se -0.96 2.59 6.01 -0.702
Cs -1.07 -1.12 1.91 1.247
C -1.98 3.37 -1.81 -0.553
F -5.61 -2.08 -1.83 -0.217
F -2.50 -5.90 -1.60 -0.239
H -2.78 1.51 0.88 0.396
F -4.34 -0.72 -2.93 -0.218
H 1.10 1.00 -2.77 0.201
C -2.23 1.86 0.01 -0.600
C 3.02 -1.08 -0.79 0.884
C 2.08 2.56 -0.62 -1.767
C 1.06 5.01 2.09 -0.486
C 3.10 0.42 -0.99 -1.121
O -3.65 -0.79 -0.02 -0.557
C 0.62 2.77 2.76 0.082
N 1.87 1.14 -0.79 0.984
O -1.88 -1.61 -1.53 -0.451
H 2.86 -4.79 0.03 0.412
N 1.07 2.28 1.60 -0.094
Se -1.55 0.34 5.68 -0.270
H 0.21 4.44 4.01 0.224
C 0.80 0.80 -1.72 -0.976
H -2.31 4.22 -2.39 0.395
C 1.54 4.51 0.89 -0.890
H 3.81 0.77 -0.24 0.451
H 3.15 2.79 -0.65 0.660
F -1.07 -4.33 -2.01 -0.208
F -4.07 -2.86 -3.13 -0.230
C 0.59 4.12 3.04 -0.347
H -0.27 2.93 -3.04 0.464
C 3.98 -3.26 -1.01 -0.271
O -1.16 -3.32 0.80 -0.629
S -2.26 -4.13 0.34 1.044
C -2.68 2.98 -0.68 -0.856
H -3.56 3.50 -0.34 0.449
H 1.06 6.08 2.27 0.364
H 1.92 5.16 0.11 0.379
O -2.82 -5.13 1.19 -0.662
C 2.94 -3.75 -0.23 -0.925
H 4.76 -3.92 -1.38 0.388
F -0.57 -5.90 -0.60 -0.227
H 0.28 2.07 3.52 0.115
C -4.37 -1.88 -2.27 0.409
C -0.86 2.65 -2.17 -0.455
C 1.52 3.13 0.69 1.104
H 1.13 -3.19 0.78 0.436
N -3.40 -3.26 -0.30 -0.587
C -1.56 -5.12 -1.06 0.560
C 1.98 -2.85 0.20 -0.322
H 1.65 3.13 -1.45 0.208
Se 0.26 -1.03 6.41 -0.188
```

Summary:
Energy above the lowest of the compared OMol25 structures with the same formula, charge and spin (kJ/mol): 0.0
E_HOMO (Eh): -0.012
Energy (eV): -336584.006
Strongest force on any atom (Eh/bohr): 0.0580
LUMO (eV): 3.5
Total charge: -2

=====

No. 6
The following is a quantum chemistry calculation of one molecule with the formula C20H18FN3O3, from the Open Molecules 2025 dataset.

```
45
Properties=species:S:1:pos:R:3:mulliken_charge:R:1
C -2.55 -3.46 3.70 -0.473
C 0.24 -0.52 -1.44 -0.049
H 3.32 1.88 0.10 0.355
C -1.90 -1.39 2.60 0.479
H -3.79 -4.77 2.56 0.375
H 1.35 3.30 0.52 0.505
H 0.08 2.72 -3.52 0.401
H 4.08 -1.71 -2.01 0.364
O 0.92 -0.22 0.64 -0.389
H -2.35 4.51 -1.48 0.259
C 2.61 2.06 -0.70 -0.559
C 2.80 1.48 -1.95 0.572
C -1.15 0.67 1.65 -0.992
N 2.58 -1.11 -0.73 -0.087
H -1.96 2.99 -2.33 0.354
C -1.88 -2.25 3.71 0.512
C -1.57 3.96 -2.01 -0.899
C -2.62 -1.78 1.48 -0.297
C 0.15 -0.81 -2.80 -0.126
C 0.78 2.55 -2.72 -0.344
O -1.20 -0.23 2.74 -0.466
C -3.29 -3.00 1.48 -0.899
H 2.03 1.34 -3.94 0.416
H -3.84 -3.28 0.59 0.387
C 1.32 -0.63 -0.58 0.852
H 4.31 0.53 -3.16 0.418
F -1.19 -1.89 4.80 -0.303
H -1.25 4.54 -2.89 0.347
C -0.39 0.14 0.49 0.915
C 3.29 -0.96 -1.98 -0.641
H -2.51 -4.08 4.58 0.444
H -0.64 1.55 2.05 0.325
C 0.56 3.08 -1.45 0.705
C 3.88 0.46 -2.15 -1.151
C -3.27 -3.83 2.58 -0.422
H -2.15 0.95 1.31 0.395
N -0.82 -0.02 -0.71 -0.390
H 2.58 -1.16 -2.79 0.275
O -0.52 3.81 -1.08 -0.471
N 0.08 -1.06 -3.92 -0.627
H 3.15 -0.98 0.10 0.328
H -2.65 -1.16 0.61 0.446
C 1.89 1.76 -2.95 -0.829
C 1.51 2.86 -0.45 -0.378
H 4.69 0.60 -1.43 0.365
```

Summary:
SMILES: COc1ccc(CCNc2oc(COc3ccccc3F)nc2C#N)cc1
Energy above the lowest of the compared OMol25 structures with the same formula, charge and spin (kJ/mol): 69.7
E_HOMO (Eh): -0.300
Energy (eV): -34361.308
Strongest force on any atom (Eh/bohr): 0.0299
LUMO (eV): 0.6
Total charge: 0